1.
An isolated molecule of C9H17NO4S. Source: OMol25; level of theory: ωB97M-V/def2-TZVPD.

Computed properties:
M = 235.3 g/mol
Energy relative to the best compared isomer or geometry (same formula, charge and spin) = 262.12 kJ/mol
Highest occupied orbital energy = -7.99 eV
SMILES = C[C@@]1(O)OC(=O)C[C@]1(O)[C@@H]([S-])[N+](C)(C)C
Frontier orbital gap = 8.15 eV
LUMO level = 0.2 eV

Last column: Mulliken charge in e.
Atoms and positions in Å:
C 2.01645 2.41519 1.36480  -1.435
C 0.51049 2.41713 0.94821  0.897
O -0.39262 2.43838 1.98507  -0.661
O 0.41911 3.71207 0.22733  -0.359
C -0.42482 3.60395 -0.80343  0.310
O -0.57065 4.47425 -1.63101  -0.638
C -0.98898 2.22292 -0.88773  -0.526
C 0.03547 1.42362 -0.12952  0.514
O 1.21282 1.00572 -0.95314  -0.622
C -0.62969 0.09230 0.63258  -0.523
S -2.26135 0.40821 1.13118  -0.406
N -0.45354 -1.15414 -0.20409  0.030
C -0.76997 -0.93525 -1.63450  -0.959
C -1.27660 -2.24279 0.28029  -1.052
C 0.91799 -1.74987 -0.13388  -1.015
H 2.12057 3.15667 2.27330  0.360
H 2.54527 2.87601 0.47880  0.511
H 2.44715 1.39572 1.59678  0.218
H -1.19894 1.74155 1.84703  0.330
H -1.16181 2.04078 -1.96714  0.347
H -1.95118 2.15898 -0.41517  0.411
H 1.93229 1.56281 -0.64978  0.399
H 0.08654 -0.12169 1.44117  0.246
H -0.08134 -0.16612 -2.02639  0.385
H -0.55124 -1.75333 -2.26831  0.458
H -1.75182 -0.56823 -1.84178  0.385
H -1.04006 -2.42850 1.34743  0.339
H -2.25543 -1.84097 0.17443  0.518
H -1.14700 -3.19032 -0.35614  0.391
H 1.80671 -1.25194 -0.63620  0.210
H 1.11123 -1.80063 0.88121  0.525
H 0.79430 -2.79219 -0.51263  0.413

2.
A 2-piece molecular cluster, C3H9NO3 overall. Source: OMol25; level of theory: ωB97M-V/def2-TZVPD.

Computed properties:
M = 107.1 g/mol
Energy relative to the best compared isomer or geometry (same formula, charge and spin) = 157.08 kJ/mol
Highest occupied orbital energy (alpha / beta) = -14.72 / -14.72 eV
Total charge = +1
Frontier orbital gap (alpha / beta) = 10.68 / 4.94 eV
Expectation value of S² = 0.76
LUMO level (alpha / beta) = -4.0 / -9.8 eV
2S+1 = 2

Last column: Mulliken charge in e.
Atoms and positions in Å:
C -0.12643 -0.66483 -0.51945  -0.710
C 0.24993 0.67736 -1.27303  -0.383
C 0.28071 1.85972 -0.37414  0.339
O 0.08938 1.42187 0.90550  -0.345
O 0.63123 3.06522 -0.64910  -0.510
N -0.44082 -1.78893 -1.33122  -0.032
H 0.72258 -0.87146 0.14697  0.338
H -1.05965 -0.39405 0.03943  0.439
H 1.19437 0.57250 -1.75722  0.403
H -0.56445 0.77223 -2.05492  0.377
H -0.09136 2.24403 1.35351  0.349
H -1.42444 -1.83732 -1.37348  0.364
H 0.13056 -1.71288 -2.20617  0.369
H -0.21241 -1.26305 2.30128  0.294
H 0.70816 -0.81568 3.50092  0.321
O -0.08736 -1.26473 3.29111  -0.614

3.
C44H44N8NiOPS as an isolated structure. Source: OMol25; level of theory: ωB97M-V/def2-TZVPD.

Computed properties:
M = 822.6 g/mol
Highest occupied orbital energy (alpha / beta) = -9.96 / -9.97 eV
Total charge = +1
Frontier orbital gap (alpha / beta) = 7.28 / 6.86 eV
Expectation value of S² = 2.01
LUMO level (alpha / beta) = -2.7 / -3.1 eV
2S+1 = 3

Last column: Mulliken charge in e.
Atoms and positions in Å:
Ni 0.51246 -0.56856 -0.00446  0.145
C -1.16094 5.33174 3.30054  -1.460
C -0.77164 4.37314 4.38384  0.679
C -0.73784 4.75074 5.71914  -0.783
C -0.35924 3.85534 6.70614  -0.707
C -0.01154 2.55824 6.36824  -1.017
C -0.05674 2.15594 5.04594  0.021
C -0.43194 3.05664 4.05474  0.092
N -0.55964 2.64394 2.71134  0.196
C 0.16726 1.67704 2.07864  -0.406
N 1.43156 1.52174 2.52834  0.107
C 2.42296 0.61554 2.11874  1.088
C 2.24396 -0.22436 1.01524  -1.727
C 3.25706 -1.11126 0.67314  1.063
C 4.42726 -1.16916 1.40994  -1.550
C 4.58856 -0.33936 2.50374  -0.976
C 3.61246 0.56974 2.87204  1.559
C 3.83036 1.48064 4.04584  -1.636
N -0.32464 1.02344 1.06264  1.297
C -1.64494 1.31594 0.63484  -2.151
C -1.84944 2.32804 -0.30916  -0.024
C -3.10494 2.57564 -0.82946  -1.420
C -4.18674 1.83674 -0.37976  -0.719
C -4.00594 0.89864 0.62014  -0.903
C -2.75274 0.62704 1.14874  1.892
C -2.61284 -0.33676 2.28314  -1.592
H -1.27614 6.33464 3.69884  0.426
H -2.10354 5.03474 2.83764  0.326
H -0.39574 5.35294 2.52544  0.295
H -1.02004 5.75954 5.98784  0.407
H -0.34394 4.16574 7.73924  0.404
H 0.27096 1.84904 7.13194  0.449
H 0.16946 1.13194 4.78384  0.612
H -1.42964 2.90224 2.26414  0.376
H 1.68946 2.14084 3.28394  0.245
H 3.15566 -1.74826 -0.19356  0.405
H 5.20686 -1.85736 1.12514  0.516
H 5.49886 -0.40286 3.07884  0.363
H 4.79756 1.27604 4.49504  0.415
H 3.06826 1.33784 4.81164  0.302
H 3.82756 2.52454 3.73244  0.407
H -1.01924 2.96174 -0.60086  1.103
H -3.23734 3.35554 -1.56506  0.488
H -5.17154 2.01694 -0.77986  0.499
H -4.85614 0.36034 1.01134  0.492
H -3.33044 -1.14676 2.18474  0.535
H -2.80114 0.17544 3.22884  0.302
H -1.60954 -0.74436 2.32024  0.075
O 0.47296 -1.88346 2.68044  -0.681
N 0.13676 -2.20366 1.36574  0.779
C -0.64154 -3.21776 1.31584  -1.024
C -1.18994 -3.88426 0.15904  0.823
C -1.97554 -5.02256 0.39544  -0.959
C -2.51694 -5.74916 -0.64346  -0.731
C -2.28344 -5.35816 -1.95386  -0.856
C -1.51074 -4.24076 -2.20316  -0.385
C -0.96924 -3.48936 -1.16516  0.390
P 0.00796 -2.02036 -1.64626  0.891
C -1.17844 -1.25956 -2.79456  0.874
C -2.53524 -1.29826 -2.48106  -0.661
C -3.45764 -0.71686 -3.32946  -0.852
C -3.03274 -0.05116 -4.46926  -0.760
C -1.67994 0.03394 -4.75736  -1.458
C -0.75434 -0.56186 -3.92076  -0.396
C 1.24236 -2.91196 -2.65046  1.415
C 2.24006 -3.55646 -1.92226  -0.933
C 3.23726 -4.25836 -2.56916  -0.835
C 3.23496 -4.33946 -3.95216  -0.725
C 2.22106 -3.73926 -4.67856  -0.873
C 1.22086 -3.03236 -4.03326  -0.228
H 1.25996 -1.30616 2.62614  0.385
H -0.90864 -3.66496 2.27354  0.327
H -2.14784 -5.34076 1.41234  0.458
H -3.11784 -6.62076 -0.43596  0.443
H -2.70384 -5.91766 -2.77566  0.459
H -1.32234 -3.93896 -3.22266  0.404
H -2.87004 -1.79616 -1.58036  0.424
H -4.51064 -0.77976 -3.10256  0.481
H -3.75464 0.39564 -5.13566  0.448
H -1.34014 0.56194 -5.63606  0.497
H 0.29906 -0.50386 -4.15206  0.754
H 2.21976 -3.50926 -0.84156  0.525
H 4.01546 -4.74506 -2.00096  0.459
H 4.01556 -4.88026 -4.46306  0.415
H 2.20396 -3.82016 -5.75556  0.461
H 0.42306 -2.59396 -4.61386  0.532
C -0.30374 3.14874 -3.56676  -0.965
C 0.97826 2.41584 -3.67186  1.016
N 1.87266 2.59394 -4.59326  -0.908
N 2.86486 1.71954 -4.33356  0.180
C 2.60876 0.98534 -3.22436  0.058
S 3.51216 -0.20346 -2.51966  -0.409
N 1.39236 1.44524 -2.78986  -0.176
N 0.72026 0.94314 -1.69626  0.898
H -0.42714 3.77424 -4.44586  0.402
H -0.30714 3.79684 -2.69006  0.278
H -1.14234 2.45464 -3.50466  0.145
H 3.70036 1.68914 -4.89576  0.177
H 0.08866 1.64704 -1.32246  -0.293
H 1.38076 0.58444 -0.95166  -0.197

Question: Which formula does entry 3 have?
Answer: C44H44N8NiOPS